204
Properties=species:S:1:pos:R:3:forces:R:3:lowdin_charge:R:1 method="wB97M-V/def2-TZVPD" multiplicity=6 charge=-1 orbital_gap_ev="4.750 / 8.168" s2=8.756 homo_energy_ha="-0.1078 / -0.2339" largest_force_ev_per_a=4.2
Cr 21.540 -22.507 -2.069 -0.7 0.4 -0.8 0.41
C 23.194 -26.151 -0.169 -1.2 0.0 -1.0 -0.59
F 23.481 -25.429 0.926 0.1 -0.1 -0.8 0.12
F 24.168 -26.078 -1.098 -0.4 -0.1 1.6 0.11
F 22.983 -27.406 0.235 0.5 0.3 -0.3 0.13
S 21.494 -25.593 -1.021 -2.4 -0.5 1.1 0.76
O 20.778 -26.824 -1.436 1.9 2.2 0.7 -0.31
O 20.741 -24.864 0.005 1.6 -0.1 -0.9 -0.32
N 21.966 -24.455 -2.316 0.7 -3.1 2.8 -0.35
S 22.054 -25.516 -3.477 -1.8 -0.1 -3.6 0.57
O 22.760 -26.734 -3.229 1.0 0.0 -0.1 -0.29
O 20.705 -25.649 -4.002 1.1 -0.2 -0.7 -0.30
C 23.025 -24.625 -4.894 0.1 0.7 2.2 -0.62
F 24.201 -24.122 -4.468 -0.2 -0.6 0.0 0.11
F 23.290 -25.502 -5.844 -0.3 0.1 -0.4 0.15
F 22.304 -23.586 -5.312 0.0 -0.6 -0.6 0.13
C 23.686 -18.903 -3.311 0.4 -1.6 -0.1 -0.55
F 22.643 -18.106 -3.439 0.5 0.3 0.1 0.12
F 24.808 -18.379 -3.890 -1.5 -0.4 0.7 0.10
F 23.926 -19.078 -1.977 -0.1 0.1 -1.4 0.09
S 23.272 -20.672 -4.184 0.9 -1.0 0.4 0.74
O 23.479 -20.463 -5.620 -0.4 -0.2 2.1 -0.31
O 24.154 -21.648 -3.539 -1.0 1.7 -0.5 -0.33
N 21.633 -21.109 -3.602 2.2 2.1 -2.7 -0.35
S 20.644 -20.473 -4.730 -2.2 -0.6 0.4 0.63
O 21.167 -19.300 -5.387 -0.5 -0.4 0.0 -0.33
O 19.915 -21.492 -5.491 1.0 1.7 1.3 -0.28
C 19.311 -19.647 -3.554 -0.4 -0.3 0.6 -0.57
F 18.538 -18.798 -4.261 0.9 0.2 0.0 0.11
F 18.436 -20.477 -2.990 -0.1 -1.0 -0.5 0.11
F 19.836 -19.015 -2.463 0.4 0.4 -1.3 0.08
C 22.779 -16.807 -0.061 1.5 -0.6 -1.8 -0.07
C 22.069 -16.632 1.207 -1.4 0.5 -0.2 -0.53
C 20.754 -16.002 0.881 -0.6 2.8 -0.1 -0.07
O 21.712 -17.813 1.864 0.5 -1.4 0.5 -0.04
H 23.690 -17.393 0.056 0.1 0.1 -0.1 0.08
H 23.027 -15.847 -0.515 0.4 0.3 0.6 0.09
H 22.236 -17.217 -0.913 -0.6 -0.7 0.5 0.07
H 22.708 -16.057 1.877 -0.1 0.5 0.1 0.14
H 20.117 -16.524 0.167 0.2 -0.5 0.3 0.09
H 20.890 -15.016 0.437 0.3 0.2 -0.4 0.08
H 20.201 -15.669 1.759 -0.3 -0.7 0.4 0.08
H 21.037 -17.509 2.476 -0.1 -0.5 0.3 0.08
C 21.381 -13.211 -8.441 -0.1 0.6 0.0 -0.05
C 22.364 -14.284 -8.767 0.4 -0.4 0.1 -0.47
C 22.216 -15.478 -7.862 1.1 0.7 0.4 -0.18
O 22.695 -15.033 -6.561 -0.9 -0.9 -0.5 -0.23
C 22.307 -16.001 -5.569 0.0 1.0 -0.5 -0.07
N 22.207 -14.629 -10.146 -0.4 -0.6 -1.4 0.06
H 20.374 -13.618 -8.346 0.0 0.0 0.2 0.08
H 21.357 -12.535 -9.296 0.0 0.3 0.2 0.08
H 21.731 -12.715 -7.536 -0.5 0.2 0.0 0.07
H 23.376 -13.905 -8.621 0.1 0.1 0.0 0.12
H 22.833 -16.269 -8.287 0.5 -0.4 0.4 0.13
H 21.205 -15.883 -7.898 -0.3 0.3 0.7 0.11
H 22.756 -16.942 -5.888 -0.5 -0.4 0.5 0.08
H 21.220 -15.936 -5.530 -0.2 -0.9 0.0 0.10
H 22.627 -15.683 -4.577 0.5 0.0 -0.2 0.09
H 21.245 -14.897 -10.297 -0.6 0.6 0.0 0.02
H 22.664 -15.487 -10.420 0.8 -0.1 0.2 0.07
C 21.609 -28.596 -5.843 -0.1 1.0 0.1 -0.10
O 20.645 -27.831 -6.588 0.2 -0.7 -1.2 -0.21
C 21.243 -27.311 -7.819 -1.9 1.2 0.1 -0.16
C 20.184 -26.539 -8.757 1.3 0.9 1.8 -0.15
N 19.847 -25.128 -8.298 0.2 -1.3 -0.7 -0.07
C 19.393 -24.981 -6.935 -0.7 -1.5 -0.2 -0.19
C 18.134 -25.841 -6.630 1.4 0.8 1.5 -0.22
O 17.035 -25.259 -7.258 -0.5 0.2 -0.1 -0.18
C 15.787 -25.657 -6.752 -0.4 0.6 -1.0 -0.11
H 22.025 -29.433 -6.405 0.2 0.1 -0.3 0.08
H 21.211 -29.012 -4.917 -0.7 0.2 -0.2 0.09
H 22.360 -27.886 -5.498 0.5 -0.3 -0.2 0.06
H 21.653 -28.100 -8.450 0.3 -0.2 0.3 0.11
H 21.985 -26.585 -7.487 0.4 -0.1 -0.4 0.10
H 19.338 -27.198 -8.952 -0.3 0.0 0.2 0.10
H 20.649 -26.255 -9.702 0.3 -0.9 -0.2 0.10
H 19.065 -24.908 -8.899 -0.1 0.5 -0.2 0.09
H 19.121 -23.944 -6.743 0.1 0.1 0.0 0.11
H 20.208 -25.278 -6.275 -0.2 0.1 0.1 0.08
H 18.085 -25.753 -5.545 -0.6 -0.1 0.5 0.11
H 18.206 -26.912 -6.818 0.3 -0.1 -0.4 0.11
H 15.479 -25.222 -5.801 0.6 -0.1 0.5 0.06
H 15.667 -26.740 -6.733 0.0 -0.1 0.0 0.09
H 15.086 -25.204 -7.453 -0.3 -0.4 -0.2 0.09
C 24.482 -22.707 -0.748 0.1 0.0 -0.2 -0.08
O 23.232 -22.098 -0.903 -0.6 1.1 1.9 -0.30
C 22.951 -21.216 0.206 0.9 1.1 -0.2 -0.17
C 21.513 -20.723 0.284 0.0 -1.6 -1.0 -0.14
N 20.695 -21.942 -0.078 -0.3 2.4 1.6 -0.10
C 19.283 -21.608 -0.196 -0.2 -0.5 -1.2 -0.18
C 18.582 -22.755 -0.966 0.5 0.8 -0.2 -0.14
O 19.342 -22.974 -2.196 -1.5 0.3 0.6 -0.27
C 18.619 -23.661 -3.205 -0.3 -0.5 -1.0 -0.10
H 24.670 -23.188 -1.708 0.3 -0.2 0.3 0.09
H 24.430 -23.398 0.094 0.2 -0.2 -0.1 0.09
H 25.218 -21.935 -0.524 0.4 0.0 -0.2 0.09
H 23.574 -20.341 0.024 0.2 0.2 0.3 0.11
H 23.280 -21.621 1.163 -0.1 -0.6 0.0 0.13
H 21.351 -19.923 -0.439 -0.2 -0.1 -0.1 0.11
H 21.275 -20.347 1.279 0.1 0.1 0.1 0.11
H 20.711 -22.450 0.795 0.5 -1.1 -0.2 0.12
H 19.128 -20.714 -0.801 0.5 -0.1 -0.3 0.09
H 18.810 -21.280 0.730 -0.2 -0.7 0.4 0.13
H 17.607 -22.285 -1.097 -0.5 -0.6 -0.8 0.10
H 18.524 -23.736 -0.495 -0.1 0.2 0.5 0.12
H 19.217 -23.845 -4.097 0.6 0.4 0.4 0.07
H 17.752 -23.127 -3.594 -0.2 0.5 0.5 0.08
H 18.306 -24.671 -2.940 0.0 -0.1 0.7 0.10
C 26.655 -22.747 -7.800 0.2 -0.8 1.1 -0.12
O 27.702 -22.210 -7.012 0.8 0.9 1.3 -0.21
C 27.613 -22.501 -5.576 -1.3 -1.3 -0.7 -0.19
C 28.740 -21.967 -4.724 1.5 0.7 -1.6 -0.23
N 28.729 -22.263 -3.329 -1.3 -0.7 0.8 -0.06
C 27.575 -21.807 -2.607 -0.6 1.2 1.1 -0.20
C 27.305 -20.249 -2.575 0.1 -1.7 0.5 -0.21
O 28.470 -19.644 -2.025 -0.1 0.9 -1.5 -0.19
C 28.508 -18.207 -2.203 0.1 -1.0 1.5 -0.08
H 26.721 -22.405 -8.833 0.1 0.2 0.2 0.09
H 25.678 -22.542 -7.362 -0.2 0.3 -0.1 0.09
H 26.767 -23.831 -7.780 -0.1 -0.3 -0.3 0.08
H 27.660 -23.584 -5.460 -0.1 -0.4 -0.1 0.12
H 26.623 -22.232 -5.207 -0.2 0.4 0.0 0.11
H 28.851 -20.904 -4.936 0.1 0.4 -0.1 0.11
H 29.606 -22.485 -5.137 0.4 0.4 -0.1 0.12
H 29.545 -22.031 -2.781 0.3 0.2 -0.8 0.11
H 27.704 -22.054 -1.553 0.3 -0.2 0.1 0.11
H 26.667 -22.347 -2.876 -0.1 0.2 -0.4 0.09
H 26.476 -20.065 -1.892 -0.3 -0.1 0.0 0.10
H 26.970 -19.920 -3.559 0.5 0.5 -0.2 0.10
H 28.085 -17.823 -3.131 0.2 -0.3 -0.2 0.08
H 29.543 -17.921 -2.013 0.0 0.1 -0.6 0.08
H 27.961 -17.775 -1.366 -0.4 0.3 0.0 0.08
C 14.990 -23.535 -3.152 0.5 0.5 -0.1 -0.13
O 14.984 -22.160 -2.858 0.2 1.3 0.0 -0.22
C 14.505 -21.755 -1.560 0.1 -1.6 -1.3 -0.19
C 14.643 -20.270 -1.351 -0.8 -0.1 0.7 -0.22
N 16.012 -19.817 -1.252 0.3 0.2 -0.5 -0.05
C 16.118 -18.341 -1.236 -0.7 -0.9 -0.7 -0.16
C 15.769 -17.682 -2.599 1.1 -0.2 0.9 -0.24
O 14.407 -17.465 -2.697 -1.7 0.0 -0.2 -0.19
C 14.010 -16.822 -3.887 0.4 0.9 -0.2 -0.11
H 14.017 -24.026 -3.172 -0.4 0.2 0.1 0.08
H 15.629 -24.075 -2.453 0.2 -0.2 0.0 0.08
H 15.422 -23.537 -4.153 0.0 -0.5 0.1 0.08
H 15.053 -22.380 -0.855 0.1 0.3 0.6 0.11
H 13.477 -22.114 -1.618 -0.5 0.5 0.9 0.12
H 14.197 -20.003 -0.393 -0.3 -0.3 0.2 0.12
H 14.009 -19.753 -2.072 0.2 0.1 -0.5 0.11
H 16.469 -20.176 -2.077 0.5 0.1 -0.1 0.07
H 17.123 -18.079 -0.905 0.0 0.1 -0.1 0.11
H 15.382 -18.012 -0.502 0.1 0.3 0.2 0.11
H 16.108 -18.353 -3.388 0.2 0.0 -0.3 0.12
H 16.294 -16.730 -2.674 0.3 0.2 -0.2 0.12
H 14.536 -17.174 -4.775 -0.1 -0.6 -0.1 0.09
H 14.264 -15.762 -3.866 0.2 0.4 0.3 0.08
H 12.931 -16.819 -4.042 0.0 -0.6 0.3 0.09
C 23.964 -10.139 -6.440 0.5 -1.4 0.0 -0.10
O 24.862 -11.081 -7.013 0.2 0.1 -0.7 -0.21
C 24.913 -12.358 -6.369 0.1 0.8 -0.3 -0.22
C 25.750 -13.290 -7.225 -1.3 -0.1 0.3 -0.20
N 25.622 -14.666 -6.716 1.3 2.4 0.9 -0.07
C 26.345 -15.571 -7.542 -1.1 -1.9 1.0 -0.21
C 26.219 -16.977 -6.875 0.9 0.4 -1.2 -0.20
O 26.686 -17.934 -7.834 -1.4 -1.0 1.0 -0.18
C 26.394 -19.299 -7.417 1.3 -0.1 -0.4 -0.08
H 23.041 -10.689 -6.256 -0.4 0.4 0.4 0.07
H 23.762 -9.331 -7.144 0.3 -0.1 0.0 0.08
H 24.428 -9.789 -5.518 -0.4 0.4 0.2 0.08
H 23.899 -12.748 -6.284 -0.2 -0.1 0.3 0.10
H 25.391 -12.243 -5.396 -0.2 -0.1 0.4 0.12
H 26.749 -12.858 -7.274 0.3 -0.6 0.1 0.12
H 25.311 -13.263 -8.222 0.2 0.3 -0.5 0.10
H 24.637 -14.841 -6.571 -0.1 -0.5 -0.4 0.07
H 27.386 -15.260 -7.624 -0.1 -0.1 -0.2 0.12
H 25.843 -15.652 -8.506 0.4 -0.1 -0.7 0.11
H 25.188 -17.157 -6.571 -0.3 -0.1 -0.3 0.10
H 26.807 -17.041 -5.959 0.3 0.1 0.2 0.11
H 25.416 -19.591 -7.033 -0.5 0.9 -0.1 0.07
H 27.109 -19.628 -6.663 0.2 0.2 0.3 0.07
H 26.605 -19.955 -8.261 -0.1 0.3 -0.2 0.07
C 18.703 -18.117 -8.076 -1.1 -1.2 1.1 -0.13
O 18.499 -17.147 -9.039 0.2 1.0 -1.4 -0.18
C 19.510 -17.090 -10.043 0.3 0.6 0.5 -0.20
C 19.214 -16.040 -11.145 -0.6 -0.3 1.6 -0.18
N 18.939 -14.662 -10.619 0.9 -1.3 -1.5 -0.05
C 18.568 -13.824 -11.772 -0.6 1.2 2.3 -0.19
C 17.868 -12.590 -11.139 -0.1 -0.8 -0.9 -0.21
O 16.659 -13.044 -10.525 0.6 0.0 0.3 -0.19
C 15.933 -12.054 -9.849 -0.7 0.6 0.1 -0.13
H 17.932 -17.962 -7.321 0.0 0.2 0.1 0.09
H 19.637 -18.173 -7.516 0.5 0.5 -0.4 0.08
H 18.476 -19.115 -8.451 0.3 -0.3 -0.3 0.09
H 19.723 -18.058 -10.496 -0.4 -0.3 -0.2 0.12
H 20.424 -16.863 -9.494 0.4 0.3 -0.3 0.08
H 18.379 -16.402 -11.744 -0.4 -0.1 0.0 0.11
H 20.052 -16.048 -11.842 0.3 0.3 0.1 0.11
H 18.171 -14.655 -9.963 -0.2 -0.5 0.0 0.10
H 17.855 -14.331 -12.421 0.2 0.0 -0.5 0.11
H 19.483 -13.460 -12.239 -0.1 -0.2 -0.5 0.12
H 17.621 -11.869 -11.918 0.0 0.3 -0.1 0.12
H 18.587 -12.165 -10.438 -0.2 0.2 0.3 0.12
H 16.479 -11.432 -9.140 0.6 -0.2 0.0 0.09
H 15.113 -12.484 -9.274 0.2 -0.5 -0.1 0.09
H 15.446 -11.361 -10.534 0.1 0.2 -0.4 0.08